Model w:
The following is a DFT calculation (wB97M-V/def2-TZVPD) of a single C4H5FOS molecule.

Geometry as XYZ:
```
12
Properties=species:S:1:pos:R:3
C -0.3207 -0.3616 -1.8924
C 0.3111 -0.0401 -0.8109
F 1.3874 0.8238 -0.9338
C 0.2255 -0.6739 0.5539
C -0.5911 0.1854 1.5186
O -1.5221 -0.2496 2.1293
S -0.2142 1.9019 1.7556
H -1.0872 -1.1184 -1.8579
H -0.0707 0.1591 -2.8444
H 1.2301 -0.8585 0.9582
H -0.2682 -1.6713 0.4239
H 0.9201 1.9032 0.9999
```

Summary:
* structure (SMILES): C=C(F)CC(=O)S
* HOMO energy: -9.9 eV
* LUMO: 0.025 hartree
* HOMO-LUMO gap: 10.6 eV

Löwdin atomic charge list, values in e, 4 entries:
1 C 0.086
2 C -0.380
3 F -0.011
4 C -0.104

---

Model x:
The following is a DFT calculation (wB97M-V/def2-TZVPD) of a single C4H5FOS molecule.

Geometry as XYZ:
```
12
Properties=species:S:1:pos:R:3
C -1.0873 0.6198 -0.0022
C -1.3345 0.1643 1.1969
C 0.2196 0.7157 -0.6724
C 1.0521 -0.4083 -0.4521
O 0.8924 -1.6392 -0.8494
F 2.3018 -0.2348 0.0141
S -0.1719 -0.5647 2.2309
H -1.8780 1.0616 -0.4571
H -2.3685 0.2753 1.6073
H 0.1402 0.6138 -1.8007
H 0.6874 1.6420 -0.3988
H 1.5468 -2.2455 -0.4166
```

Summary:
* HOMO energy (spin up / spin down): -7.2 / -7.2 eV
* LUMO (spin up / spin down): -0.028 / -0.028 hartree
* HOMO-LUMO gap (spin up / spin down): 6.5 / 6.5 eV

Löwdin atomic charge list, values in e, 4 entries:
1 C -0.257
2 C -0.685
3 C -0.135
4 C -0.355

---

Relative energies, unit eV: model w 0.000; model x 2.264

---

Model w:
The following is a DFT calculation (wB97M-V/def2-TZVPD) of 2 unconnected molecules or ions with the total composition C6H16N.

Geometry as XYZ:
```
23
Properties=species:S:1:pos:R:3
C -2.0920 -0.7301 -1.0226
C -1.5935 0.6871 -1.2150
C -0.6637 1.1668 -0.0709
C 0.8122 1.1812 -0.3965
C 1.3174 -0.1902 -0.8696
C 1.7373 -1.1378 0.3952
N 0.8913 -1.0272 1.4050
H -1.2996 -1.3849 -0.6356
H -2.4093 -1.1925 -1.9433
H -2.8704 -0.7907 -0.2672
H -1.0324 0.7654 -2.1519
H -2.4021 1.3984 -1.2763
H -0.8399 0.5234 0.7956
H -0.9174 2.1920 0.1985
H 1.3394 1.3813 0.5409
H 1.1162 1.9362 -1.1154
H 2.1256 -0.1524 -1.5850
H 0.4661 -0.7546 -1.2465
H 1.9599 -2.1186 0.0015
H 2.6466 -0.5857 0.7458
H 0.4806 0.6179 3.6556
H 0.6335 0.1592 4.2541
H 0.5941 -1.9442 1.8035
```

Summary:
* HOMO energy: -15.1 eV
* LUMO: -0.309 hartree
* total charge: +1
* HOMO-LUMO gap: 6.7 eV

Löwdin atomic charge list, values in e, 4 entries:
1 C -0.096
2 C -0.234
3 C -0.204
4 C -0.192

---

Model x:
The following is a DFT calculation (wB97M-V/def2-TZVPD) of 2 unconnected molecules or ions with the total composition C6H16N.

Geometry as XYZ:
```
23
Properties=species:S:1:pos:R:3
C 1.9144 0.3097 -1.2717
C 0.9683 0.6446 -0.1920
C -0.4558 0.4442 -0.2421
C -1.3151 1.3421 -1.1931
C -1.0571 0.2396 1.2069
C -2.4592 -0.4368 1.2757
N 1.9436 -2.0028 0.6708
H 2.0892 1.2500 -1.8319
H 2.9296 0.0643 -0.9397
H 1.7286 -0.4955 -1.9830
H 1.3715 1.4537 0.4373
H -0.5783 -0.6458 -0.5837
H -1.2553 2.3555 -0.7946
H -0.7630 1.2602 -2.1408
H -2.2650 0.8615 -1.4188
H -0.3775 -0.4265 1.7458
H -0.9670 1.2274 1.6781
H -2.7936 -0.2607 2.3042
H -3.2311 -0.0572 0.6113
H -2.2311 -1.4651 1.0500
H 1.8445 -1.0083 0.4968
H 2.2383 -2.4641 -0.1867
H 2.7211 -2.1899 1.3012
```

Summary:
* HOMO energy: -14.2 eV
* LUMO: -0.261 hartree
* total charge: +1
* HOMO-LUMO gap: 7.1 eV

Löwdin atomic charge list, values in e, 4 entries:
1 C -0.044
2 C 0.072
3 C -0.363
4 C 0.028

---

Relative energies, unit eV: model w 2.316; model x 0.000

---

Model w:
The following is a DFT calculation (wB97M-V/def2-TZVPD) of 2 unconnected molecules or ions with the total composition H5NOSi2.

Geometry as XYZ:
```
9
Properties=species:S:1:pos:R:3
N 3.4046 -0.2977 -0.1215
O -1.3990 0.3540 0.2795
Si 1.8976 0.2661 0.1648
Si -2.8546 0.1249 -0.1095
H 3.6921 -1.2222 0.0940
H 0.5077 -0.1504 0.8700
H 1.8843 1.5100 -0.3779
H -3.9187 0.7238 -0.9501
H -3.2141 -1.3084 0.1506
```

Summary:
* HOMO energy (spin up / spin down): -4.7 / -8.9 eV
* LUMO (spin up / spin down): -0.054 / -0.187 hartree
* expectation value of S²: 2.032
* HOMO-LUMO gap (spin up / spin down): 3.2 / 3.8 eV
* 2S+1: 3

Löwdin atomic charge list, values in e, 4 entries:
1 N -0.112
2 O -0.565
3 Si 0.734
4 Si 0.381

---

Model x:
The following is a DFT calculation (wB97M-V/def2-TZVPD) of a molecular structure, H5NOSi2.

Geometry as XYZ:
```
9
Properties=species:S:1:pos:R:3
N 0.6342 -0.2663 -0.0193
O -1.7496 0.8095 0.6333
Si -0.2299 -0.2339 -1.4300
Si -0.4741 0.4353 1.3443
H 1.4312 -0.6575 0.3423
H 0.0214 0.8639 -2.3906
H -1.4022 -0.9239 -1.6259
H -0.3640 -0.4293 2.4092
H 0.5403 1.4643 1.4957
```

Summary:
* HOMO energy (spin up / spin down): -6.5 / -10.0 eV
* LUMO (spin up / spin down): 0.027 / -0.156 hartree
* expectation value of S²: 2.009
* HOMO-LUMO gap (spin up / spin down): 7.2 / 5.7 eV
* 2S+1: 3

Löwdin atomic charge list, values in e, 4 entries:
1 N -0.219
2 O -0.376
3 Si 0.547
4 Si 0.298

---

Relative energies, unit eV: model w 3.503; model x 0.000

---

Model w:
The following is a DFT calculation (wB97M-V/def2-TZVPD) of 2 unconnected molecules or ions with the total composition C3H7O3.

Geometry as XYZ:
```
13
Properties=species:S:1:pos:R:3
C -0.3196 2.1210 1.0667
C 0.5412 1.8308 -0.2151
O 0.4370 0.6632 -0.6609
O 1.1849 2.7931 -0.6484
H -1.3132 2.4266 0.7099
H 0.1057 2.9747 1.5980
H -0.4399 1.2027 1.6364
C -0.0909 -2.6571 -0.7637
O 0.2348 -1.8063 0.3169
H 0.1738 -0.8635 0.0130
H 0.7448 -3.3433 -0.9432
H -0.9351 -3.2901 -0.4669
H -0.3235 -2.0519 -1.6427
```

Summary:
* HOMO energy: -4.3 eV
* LUMO: 0.150 hartree
* total charge: -1
* HOMO-LUMO gap: 8.4 eV

Löwdin atomic charge list, values in e, 4 entries:
1 C -0.047
2 C -0.768
3 O -0.095
4 O -0.074

---

Model x:
The following is a DFT calculation (wB97M-V/def2-TZVPD) of 2 unconnected molecules or ions with the total composition C3H7O3.

Geometry as XYZ:
```
13
Properties=species:S:1:pos:R:3
O 0.9811 0.6044 -0.2216
C 0.2474 -0.4059 -0.1555
O 0.2142 -1.3811 -0.9295
C -0.7583 -0.4679 1.0352
C -1.1937 0.9108 1.4804
H -1.6108 -1.0484 0.6670
H -0.3982 -1.1063 1.8495
H -1.9322 0.9661 2.2753
H -0.3112 1.4565 1.7933
H -1.5482 1.4687 0.6216
H 2.4431 0.2530 -3.2024
H 1.8034 -0.6258 -2.1348
O 2.0634 -0.6241 -3.0784
```

Summary:
* HOMO energy: -4.3 eV
* LUMO: 0.156 hartree
* total charge: -1
* HOMO-LUMO gap: 8.6 eV

Löwdin atomic charge list, values in e, 4 entries:
1 O -0.076
2 C -0.747
3 O -0.074
4 C -0.204

---

Model y:
The following is a DFT calculation (wB97M-V/def2-TZVPD) of 2 unconnected molecules or ions with the total composition C3H7O3.

Geometry as XYZ:
```
13
Properties=species:S:1:pos:R:3
C -2.5824 -0.2998 -0.1850
O -2.8895 -0.7713 -1.5527
H -2.1055 -0.5645 -2.0788
H -3.1418 -0.9846 0.4431
H -3.0554 0.6835 -0.1099
H -1.5009 -0.4548 -0.0827
C 2.7909 0.5744 0.3858
C 1.3734 0.0321 0.7165
O 0.4816 0.3140 -0.1368
O 1.2494 -0.6335 1.7636
H 2.6938 1.5216 -0.1372
H 3.2932 -0.1000 -0.3052
H 3.3933 0.6830 1.2792
```

Summary:
* HOMO energy: -4.1 eV
* LUMO: 0.150 hartree
* total charge: -1
* HOMO-LUMO gap: 8.2 eV

Löwdin atomic charge list, values in e, 4 entries:
1 C -0.117
2 O -0.188
3 H 0.055
4 H 0.058

---

Relative energies, unit eV: model w 0.424; model x 0.000; model y 0.901

---

Model w:
The following is a DFT calculation (wB97M-V/def2-TZVPD) of 2 unconnected molecules or ions with the total composition C3H7O3.

Geometry as XYZ:
```
13
Properties=species:S:1:pos:R:3
O -0.2442 0.9086 -0.9286
C 0.3543 0.1181 -0.1678
O 1.4832 -0.3948 -0.3305
C -0.4063 -0.2454 1.1227
C -1.8200 -0.8019 0.8841
H 0.1777 -0.9373 1.7188
H -0.4635 0.6787 1.7064
H -1.9988 -1.6282 1.5831
H -2.5823 -0.0378 1.0357
H -1.9435 -1.1771 -0.1330
H 1.7349 1.1871 -1.9462
H 3.1991 0.9095 -2.0480
O 2.5093 1.4204 -2.4967
```

Summary:
* HOMO energy: -4.4 eV
* LUMO: 0.157 hartree
* total charge: -1
* HOMO-LUMO gap: 8.6 eV

Löwdin atomic charge list, values in e, 4 entries:
1 O -0.072
2 C -0.760
3 O -0.081
4 C -0.200

---

Model x:
The following is a DFT calculation (wB97M-V/def2-TZVPD) of 2 unconnected molecules or ions with the total composition C3H7O3.

Geometry as XYZ:
```
13
Properties=species:S:1:pos:R:3
O 4.7676 -2.2509 2.2198
C 4.1589 -1.8151 3.1333
O 4.0001 -2.5041 4.3258
H 3.6609 -0.8490 3.3020
H 3.6874 -3.4045 4.1339
C -2.5179 0.6687 -1.8034
O -2.9040 0.7056 -0.5196
C -2.5994 2.0333 -2.5477
H -3.1250 -0.0282 -2.4514
H -1.4444 0.3339 -1.8877
H -3.6102 2.2423 -2.8991
H -1.7564 2.1331 -3.2503
H -2.3177 2.7350 -1.7554
```

Summary:
* HOMO energy: -1.9 eV
* LUMO: 0.087 hartree
* total charge: -1
* HOMO-LUMO gap: 4.3 eV

Löwdin atomic charge list, values in e, 4 entries:
1 O 0.100
2 C -0.364
3 O 0.016
4 H 0.140

---

Model y:
The following is a DFT calculation (wB97M-V/def2-TZVPD) of 2 unconnected molecules or ions with the total composition C3H7O3.

Geometry as XYZ:
```
13
Properties=species:S:1:pos:R:3
C -0.6037 -0.8267 -1.9088
C -0.2572 -1.7718 -0.7524
O 0.3543 -1.2365 0.2131
O -0.6331 -2.9495 -0.8665
H -1.5751 -0.3925 -1.6789
H -0.6219 -1.3557 -2.8624
H 0.0905 0.0162 -1.8763
C 0.4429 1.7498 1.6877
O 1.2017 0.5904 1.8811
H 0.8719 -0.0959 1.2530
H -0.3639 1.8379 2.4230
H 0.0179 1.7979 0.6776
H 1.0758 2.6362 1.8097
```

Summary:
* HOMO energy: -4.4 eV
* LUMO: 0.150 hartree
* total charge: -1
* HOMO-LUMO gap: 8.5 eV

Löwdin atomic charge list, values in e, 4 entries:
1 C -0.053
2 C -0.765
3 O -0.093
4 O -0.074

---

Relative energies, unit eV: model w 0.000; model x 3.248; model y 0.459

---

Model w:
The following is a DFT calculation (wB97M-V/def2-TZVPD) of a molecular structure, C3H7NS2.

Geometry as XYZ:
```
13
Properties=species:S:1:pos:R:3
C 0.4502 0.0020 -1.1360
C 1.3998 0.7165 -0.1641
C -0.8316 -0.9048 0.0647
N -0.2447 -0.5891 1.3403
S 1.4418 -0.3499 1.3335
S -2.5119 -0.4257 -0.1554
H -0.3385 0.8398 -1.3650
H 0.9477 -0.7445 -1.7968
H 2.5191 0.6824 -0.4827
H 1.2361 1.7767 0.1280
H -0.7824 -1.9197 -0.2207
H -0.6280 0.3063 1.7793
H -2.6576 0.6101 0.6749
```

Summary:
* HOMO energy: -8.5 eV
* LUMO: 0.025 hartree
* HOMO-LUMO gap: 9.2 eV

Löwdin atomic charge list, values in e, 4 entries:
1 C -0.159
2 C -0.532
3 C -0.709
4 N -0.472

---

Model x:
The following is a DFT calculation (wB97M-V/def2-TZVPD) of a single C3H7NS2 molecule.

Geometry as XYZ:
```
13
Properties=species:S:1:pos:R:3
C -1.5888 0.5903 -0.6210
N -0.6397 -0.3618 -0.1318
C 0.7070 0.2583 -0.2207
C 1.7620 -0.6274 0.6503
S 3.1904 -1.0705 0.1109
S 1.1827 -1.0357 2.2166
H -1.5694 0.7485 -1.6787
H -2.6025 0.3210 -0.3656
H -1.4627 1.5987 -0.1755
H -0.6557 -1.1734 -0.6983
H 0.7931 1.1991 0.2524
H 1.0157 0.3741 -1.2630
H -0.1322 -0.8212 1.9246
```

Summary:
* structure (SMILES): CNCC(=S)S
* HOMO energy: -8.6 eV
* LUMO: 0.002 hartree
* HOMO-LUMO gap: 8.6 eV

Löwdin atomic charge list, values in e, 4 entries:
1 C -0.152
2 N -0.155
3 C -0.273
4 C -1.251

---

Model y:
The following is a DFT calculation (wB97M-V/def2-TZVPD) of a single C3H7NS2 molecule.

Geometry as XYZ:
```
13
Properties=species:S:1:pos:R:3
C 1.1602 -0.5448 0.8146
C -0.0018 -1.3835 1.0500
C 1.0966 0.3233 -0.5070
N -1.3196 1.0978 -1.0165
S 0.0243 1.7577 -0.3901
S -2.7985 1.8002 -0.8114
H 1.3280 0.1490 1.6392
H 2.0492 -1.1654 0.6714
H -0.1411 -2.2826 0.4777
H -0.8181 -1.0370 1.6542
H 2.0935 0.7137 -0.7095
H 0.7416 -0.2786 -1.3406
H -3.4144 0.8501 -1.5321
```

Summary:
* HOMO energy (spin up / spin down): -8.1 / -7.4 eV
* LUMO (spin up / spin down): -0.005 / 0.010 hartree
* HOMO-LUMO gap (spin up / spin down): 8.0 / 7.7 eV

Löwdin atomic charge list, values in e, 4 entries:
1 C -0.339
2 C 0.008
3 C -0.474
4 N -0.896

---

Relative energies, unit eV: model w 1.332; model x 0.000; model y 2.550

---

Model w:
The following is a DFT calculation (wB97M-V/def2-TZVPD) of a single C4H8N2O molecule.

Geometry as XYZ:
```
15
Properties=species:S:1:pos:R:3
C -1.3935 -1.5435 0.4137
N -0.2824 -0.8260 -0.2397
C -0.5031 0.5907 -0.6212
N -1.5083 1.2270 -0.7689
H 0.0485 -1.3528 -1.0501
H -2.2170 -1.7468 -0.2714
H -1.7659 -0.9234 1.2269
H -1.0082 -2.4847 0.8070
C 1.0535 1.1661 -0.3948
C 1.4932 0.0704 0.4217
O 0.9532 2.4105 0.2456
H 0.0564 2.7327 0.0427
H 1.5576 1.2364 -1.3634
H 2.1779 -0.6845 0.0605
H 1.3380 0.1279 1.4913
```

Summary:
* HOMO energy (spin up / spin down): -7.9 / -7.9 eV
* LUMO (spin up / spin down): -0.012 / -0.012 hartree
* HOMO-LUMO gap (spin up / spin down): 7.5 / 7.5 eV

Löwdin atomic charge list, values in e, 4 entries:
1 C -0.077
2 N -0.045
3 C -0.509
4 N 0.135

---

Model x:
The following is a DFT calculation (wB97M-V/def2-TZVPD) of a single C4H8N2O molecule.

Geometry as XYZ:
```
15
Properties=species:S:1:pos:R:3
C 0.6331 -1.0386 1.7091
N 0.1268 -0.9148 0.3409
C 0.0378 0.4641 -0.1015
C -1.1303 1.1051 0.5461
N -2.2046 1.3624 0.8950
C -0.2104 0.6093 -1.6157
O 0.8124 0.0633 -2.4000
H 0.1032 -0.4337 2.4709
H 0.5702 -2.0902 1.9917
H 1.6921 -0.7564 1.7354
H -0.8074 -1.3173 0.2871
H 0.9844 0.9610 0.1329
H -0.2362 1.6811 -1.8336
H -1.2082 0.1975 -1.8430
H 0.6549 -0.8834 -2.4888
```

Summary:
* structure (SMILES): CN[C@H](C#N)CO
* HOMO energy: -9.9 eV
* LUMO: 0.031 hartree
* HOMO-LUMO gap: 10.7 eV

Löwdin atomic charge list, values in e, 4 entries:
1 C -0.120
2 N -0.083
3 C -0.352
4 C -0.189

---

Model y:
The following is a DFT calculation (wB97M-V/def2-TZVPD) of a single C4H8N2O molecule.

Geometry as XYZ:
```
15
Properties=species:S:1:pos:R:3
C 1.5516 0.8751 0.2380
N 0.0982 1.1132 0.3065
C -0.7888 0.1875 -0.1523
C -1.5510 0.5230 -1.2671
N -0.9234 0.0119 -2.3101
C -1.0035 -1.1454 0.5016
O 0.0670 -1.6240 1.2731
H 1.9104 0.9653 -0.7988
H 2.0604 1.6261 0.8450
H 1.7931 -0.1227 0.5983
H -0.1309 2.0100 -0.1146
H -0.0749 -0.4959 -1.9650
H -1.2414 -1.8895 -0.2685
H -1.9289 -1.0090 1.0895
H 0.1621 -1.0256 2.0245
```

Summary:
* structure (SMILES): CNC(=C=N)CO
* HOMO energy: -7.6 eV
* LUMO: -0.004 hartree
* HOMO-LUMO gap: 7.5 eV

Löwdin atomic charge list, values in e, 4 entries:
1 C -0.056
2 N 0.021
3 C -0.317
4 C -0.204

---

Relative energies, unit eV: model w 3.329; model x 0.000; model y 3.564

---

Model w:
The following is a DFT calculation (wB97M-V/def2-TZVPD) of a single C4H8N2O molecule.

Geometry as XYZ:
```
15
Properties=species:S:1:pos:R:3
O 1.4313 0.6183 1.7130
N 0.1599 0.3357 2.1576
C -0.5371 -0.3640 1.3410
N 0.0335 -0.8043 0.0977
C 0.1609 0.1714 -0.9653
C -1.1383 0.5098 -1.7080
C -0.1450 -0.3787 -2.3436
H 1.5857 0.0864 0.8706
H -1.5029 -0.6125 1.7069
H -0.3712 -1.6977 -0.3468
H 0.9578 0.9031 -0.7840
H -1.2983 1.5038 -2.0135
H -2.0631 0.0388 -1.2967
H -0.5062 -1.4213 -2.2686
H 0.3504 -0.0979 -3.3036
```

Summary:
* structure (SMILES): O/N=C\NC1CC1
* HOMO energy: -9.1 eV
* LUMO: 0.033 hartree
* HOMO-LUMO gap: 10.0 eV

Löwdin atomic charge list, values in e, 4 entries:
1 O -0.089
2 N -0.009
3 C -0.199
4 N -0.041

---

Model x:
The following is a DFT calculation (wB97M-V/def2-TZVPD) of a single C4H8N2O molecule.

Geometry as XYZ:
```
15
Properties=species:S:1:pos:R:3
H -0.5189 0.2352 2.6878
N -1.1492 -0.2294 2.0470
C -0.8593 -0.2659 0.8447
C -1.6554 -0.8726 -0.2596
N 0.8907 -0.4092 0.3618
C 0.7854 0.8686 -0.3958
C 1.6711 1.1852 -1.3511
O -0.2888 1.4237 0.0465
H -1.7676 -1.9438 -0.0784
H -2.6410 -0.4093 -0.2582
H -1.1954 -0.7071 -1.2314
H 1.2023 -1.2218 -0.1675
H 1.4431 -0.3217 1.2115
H 1.5382 2.0910 -1.9230
H 2.5448 0.5772 -1.5343
```

Summary:
* structure (SMILES): [H]/N=C(/C)[NH2+]C(=C)[O-]
* HOMO energy: -8.2 eV
* LUMO: 0.022 hartree
* HOMO-LUMO gap: 8.8 eV

Löwdin atomic charge list, values in e, 4 entries:
1 H 0.067
2 N 0.142
3 C -0.374
4 C -0.028

---

Relative energies, unit eV: model w 0.710; model x 0.000